No. 1
Here is one molecule with the formula C6H10O3Se in a non-equilibrium geometry from the Open Molecules 2025 dataset. Energies are from wB97M-V/def2-TZVPD.

Geometry as XYZ:
```
20
Properties=species:S:1:pos:R:3:mulliken_charge:R:1
C 1.19213 0.18790 -1.47322 -1.119
C 0.79212 -1.13881 -0.85966 -0.028
C 1.59111 -1.10036 0.48487 -0.326
C 1.27640 0.19400 1.13139 -0.402
C -1.19555 -0.57193 0.18490 -0.091
C -2.52551 1.32157 0.05831 -0.762
O -0.49036 -1.54079 -0.47895 -0.437
O 3.00340 -1.39705 0.10237 -0.552
O -1.48987 0.59509 -0.51343 -0.214
Se 1.13327 1.63069 -0.07630 -0.044
H 2.15825 -0.12764 -1.86746 0.550
H 0.64040 0.46004 -2.31706 0.507
H 0.97644 -1.94156 -1.49500 0.374
H 1.42283 -1.92894 1.12049 0.376
H 1.39192 0.47313 2.15077 0.463
H -1.91075 -0.72447 0.95973 0.456
H -3.34619 0.67729 0.27343 0.329
H -2.64480 2.07848 -0.80601 0.246
H -2.09822 1.70058 1.05907 0.298
H 3.30074 -0.58404 -0.31375 0.376
```

Output
- energy relative to the best compared isomer or geometry (same formula, charge and spin) (kcal/mol) = 34.3
- E_HOMO (alpha / beta) (eV) = -7.01 / -7.13
- HOMO-LUMO gap (alpha / beta) (eV) = 7.165 / 7.754
- E (eV) = -77867.377
- LUMO (alpha / beta) (eV) = 0.2 / 0.6

=====

No. 2
Here is a 2-piece molecular cluster, CH2F3N3 overall in a non-equilibrium geometry from the Open Molecules 2025 dataset. Energies are from wB97M-V/def2-TZVPD.

Geometry as XYZ:
```
9
Properties=species:S:1:pos:R:3:mulliken_charge:R:1
C 0.16156 -0.63931 -0.03301 0.643
N -0.39186 -1.71229 -0.03167 -0.386
N 1.38877 -0.13996 -0.08431 -0.421
N -1.06473 0.90101 -0.38106 -0.006
F -1.77509 -1.70686 -0.20408 -0.132
F -0.21427 1.90458 -0.85102 -0.193
F -1.44082 1.20435 0.91670 -0.131
H 2.03533 -0.66880 0.62424 0.319
H 1.30113 0.85727 0.04421 0.307
```

Output
- energy relative to the best compared isomer or geometry (same formula, charge and spin) (kcal/mol) = 192.5
- E_HOMO (alpha / beta) (eV) = -10.00 / -10.00
- HOMO-LUMO gap (alpha / beta) (eV) = 9.715 / 9.716
- E (eV) = -13684.292
- LUMO (alpha / beta) (eV) = -0.3 / -0.3

=====

No. 3
Here is a 3-piece molecular cluster, C6H9N3O4 overall in a non-equilibrium geometry from the Open Molecules 2025 dataset. Energies are from wB97M-V/def2-TZVPD.

Geometry as XYZ:
```
22
Properties=species:S:1:pos:R:3:mulliken_charge:R:1
C 18.89481 0.80514 0.15598 -0.232
C 17.99224 -0.26416 0.32363 0.018
C -9.17032 -0.44323 1.61169 0.115
C -11.72162 1.29656 -0.03309 0.768
C -8.48182 -1.52317 -1.46281 0.658
C 17.67405 -1.43279 -0.25432 -0.183
N -10.16656 0.14041 0.98996 0.329
N -11.63305 0.52567 -1.12766 -0.198
N -10.78391 1.18841 0.91949 -0.429
O -8.09547 -0.85652 1.30835 -0.399
O -7.64877 -2.19648 -1.81096 -0.252
O -12.62865 2.22468 0.03019 -0.380
O -9.36850 -0.84392 -1.14327 -0.504
H 19.01916 1.65835 0.87134 0.280
H 19.52516 0.91288 -0.69248 0.269
H 17.18801 0.17400 0.90872 0.277
H -9.61409 -0.84177 2.62667 0.294
H 18.28098 -2.31510 -0.74137 0.295
H 16.67773 -1.63054 -0.25221 0.275
H -11.08027 -0.31901 -1.39358 0.346
H -12.30413 1.00160 -1.69170 0.237
H -12.55497 2.73898 0.85745 0.416
```

Output
- energy relative to the best compared isomer or geometry (same formula, charge and spin) (kcal/mol) = 0.0
- E_HOMO (eV) = -15.12
- HOMO-LUMO gap (eV) = 6.501
- E (eV) = -19006.739
- LUMO (eV) = -8.6
- net charge = +2

=====

The highest energy relative to the best compared isomer or geometry (same formula, charge and spin) belongs to which entry?
CH2F3N3

=====

E of number 3 (C6H9N3O4)?
-19006.739 eV